Molecular formula: C44H94F18N4P5
Method: DFT, ωB97M-V with the def2-TZVPD basis set

Element x y z (Å)
C (19.366, 18.257, 13.411)
C (20.073, 19.078, 12.353)
N (21.466, 19.363, 12.757)
C (21.916, 20.248, 13.716)
C (23.262, 20.281, 13.658)
N (23.628, 19.282, 12.803)
C (22.537, 18.785, 12.197)
C (24.948, 18.701, 12.559)
H (19.821, 18.313, 14.405)
H (19.441, 17.185, 13.219)
H (18.345, 18.609, 13.531)
H (19.624, 20.060, 12.224)
H (20.039, 18.571, 11.392)
H (21.162, 20.748, 14.302)
H (23.916, 20.843, 14.299)
H (22.584, 18.017, 11.442)
H (25.575, 18.993, 13.400)
H (25.359, 18.853, 11.567)
H (24.785, 17.629, 12.696)
C (15.761, 17.530, 12.931)
C (15.159, 18.059, 14.228)
N (13.983, 18.915, 13.889)
C (13.833, 20.093, 13.213)
C (12.504, 20.366, 13.179)
N (11.864, 19.438, 13.975)
C (12.791, 18.548, 14.366)
C (10.457, 19.360, 14.355)
H (16.695, 16.978, 13.053)
H (15.938, 18.303, 12.181)
H (15.161, 16.771, 12.419)
H (15.817, 18.830, 14.631)
H (14.920, 17.231, 14.883)
H (14.735, 20.522, 12.791)
H (11.836, 21.112, 12.781)
H (12.656, 17.637, 14.923)
H (10.028, 20.343, 14.510)
H (10.344, 18.620, 15.142)
H (9.884, 18.898, 13.544)
C (29.415, 27.387, 14.923)
C (29.155, 26.518, 16.153)
C (27.739, 26.703, 16.729)
C (27.555, 26.120, 18.135)
P (25.927, 25.357, 18.294)
C (24.700, 26.678, 18.081)
C (24.700, 27.920, 18.998)
C (24.142, 27.639, 20.406)
C (22.804, 26.915, 20.463)
C (25.553, 24.121, 17.024)
C (26.584, 22.980, 16.806)
C (26.183, 22.134, 15.623)
C (27.215, 21.062, 15.316)
C (25.813, 24.531, 19.903)
C (27.065, 24.562, 20.808)
C (28.144, 23.514, 20.429)
C (27.632, 22.096, 20.703)
H (28.545, 27.407, 14.264)
H (30.250, 26.973, 14.357)
H (29.699, 28.402, 15.194)
H (29.892, 26.874, 16.880)
H (29.351, 25.457, 15.995)
H (27.035, 26.240, 16.018)
H (27.287, 27.689, 16.572)
H (27.837, 26.793, 18.939)
H (28.172, 25.217, 18.194)
H (23.735, 26.167, 18.100)
H (24.838, 27.040, 17.058)
H (24.049, 28.630, 18.484)
H (25.684, 28.380, 19.094)
H (24.186, 28.542, 21.021)
H (24.922, 27.079, 20.943)
H (22.498, 26.754, 21.498)
H (22.858, 25.912, 20.039)
H (22.009, 27.484, 19.982)
H (25.484, 24.684, 16.089)
H (24.535, 23.741, 17.179)
H (26.917, 22.459, 17.704)
H (27.455, 23.598, 16.539)
H (25.995, 22.702, 14.707)
H (25.202, 21.678, 15.794)
H (28.174, 21.501, 15.028)
H (26.913, 20.435, 14.474)
H (27.418, 20.432, 16.187)
H (25.490, 23.503, 19.730)
H (25.024, 25.048, 20.451)
H (26.794, 24.410, 21.852)
H (27.460, 25.581, 20.792)
H (29.016, 23.675, 21.063)
H (28.450, 23.605, 19.388)
H (27.704, 21.484, 19.804)
H (26.622, 22.097, 21.122)
H (28.161, 21.553, 21.490)
C (26.438, 14.550, 11.131)
C (26.156, 14.022, 12.516)
C (26.735, 14.837, 13.686)
C (28.225, 14.692, 13.902)
P (28.869, 15.879, 15.134)
C (27.749, 15.982, 16.501)
C (27.937, 17.137, 17.495)
C (26.759, 17.230, 18.484)
C (27.031, 17.801, 19.860)
C (30.616, 15.488, 15.586)
C (30.762, 14.741, 16.921)
C (32.150, 14.086, 17.017)
C (32.295, 13.291, 18.321)
C (28.915, 17.506, 14.258)
C (29.432, 17.376, 12.824)
C (29.819, 18.750, 12.291)
C (28.769, 19.330, 11.333)
H (26.134, 15.586, 10.975)
H (25.927, 13.950, 10.380)
H (27.505, 14.483, 10.888)
H (26.484, 12.978, 12.595)
H (25.076, 13.924, 12.648)
H (26.246, 14.380, 14.550)
H (26.456, 15.886, 13.540)
H (28.800, 14.865, 12.991)
H (28.423, 13.663, 14.212)
H (27.631, 15.039, 17.042)
H (26.757, 16.107, 16.048)
H (28.084, 18.075, 16.954)
H (28.847, 16.924, 18.063)
H (26.519, 16.191, 18.763)
H (25.887, 17.560, 17.920)
H (27.260, 18.864, 19.731)
H (27.834, 17.328, 20.426)
H (26.169, 17.689, 20.518)
H (31.180, 16.421, 15.526)
H (31.019, 14.864, 14.786)
H (29.912, 14.057, 17.023)
H (30.640, 15.365, 17.809)
H (32.819, 14.951, 17.093)
H (32.520, 13.565, 16.135)
H (32.269, 14.008, 19.147)
H (33.247, 12.784, 18.470)
H (31.458, 12.604, 18.436)
H (29.420, 18.183, 14.944)
H (27.864, 17.807, 14.173)
H (28.699, 16.903, 12.171)
H (30.299, 16.704, 12.835)
H (30.701, 18.669, 11.648)
H (30.080, 19.456, 13.077)
H (29.076, 20.335, 11.040)
H (27.777, 19.405, 11.784)
H (28.647, 18.765, 10.409)
P (21.335, 22.629, 16.972)
F (21.082, 22.395, 18.540)
F (22.631, 21.590, 17.035)
F (20.405, 21.348, 16.642)
F (21.655, 22.817, 15.398)
F (20.164, 23.705, 16.832)
F (22.392, 23.840, 17.407)
P (16.878, 21.499, 10.415)
F (18.418, 21.087, 10.747)
F (16.422, 19.925, 10.430)
F (16.586, 21.579, 12.010)
F (15.373, 21.941, 10.103)
F (17.324, 23.041, 10.315)
F (17.198, 21.271, 8.832)
P (23.356, 16.717, 9.022)
F (22.226, 16.445, 7.894)
F (24.350, 16.902, 7.738)
F (23.129, 18.331, 8.996)
F (24.545, 17.062, 10.086)
F (22.260, 16.424, 10.189)
F (23.725, 15.129, 9.077)

Calculated values
- LUMO energy: -2.00 eV
- Max |F|: 3.35 eV/Å
- E_tot: -148484.300 eV
- Net charge: +1

---

Molecular formula: C4H9NOS
Method: DFT, ωB97M-V with the def2-TZVPD basis set

Element x y z (Å)
C (2.028, 0.600, 1.549)
N (1.125, 0.824, 0.459)
C (0.195, 0.022, 0.178)
O (-0.755, 0.170, -0.754)
C (-0.669, 1.322, -1.701)
S (-0.042, -1.459, 1.094)
C (-1.362, -2.143, 0.055)
H (2.194, -0.465, 1.820)
H (1.359, 0.862, 2.401)
H (2.939, 1.122, 1.390)
H (-0.155, 2.218, -1.206)
H (-1.672, 1.439, -1.976)
H (-0.079, 1.038, -2.602)
H (-1.766, -3.107, 0.450)
H (-1.114, -2.522, -0.914)
H (-2.192, -1.480, 0.013)

Calculated values
- SMILES: C/N=C(/OC)SC
- LUMO energy: 0.82 eV
- Max |F|: 3.12 eV/Å
- E_tot: -18665.340 eV

---

Molecular formula: C8H16NO3
Method: DFT, ωB97M-V with the def2-TZVPD basis set

Element x y z (Å)
C (1.071, 0.889, 0.058)
C (-2.558, -0.549, 1.019)
C (-0.003, 1.863, -0.227)
C (2.846, -1.507, 0.004)
C (1.574, -1.492, -0.221)
C (-1.421, 1.401, 0.348)
C (0.697, -2.702, -0.476)
C (-2.482, 2.443, 0.591)
N (0.889, -0.282, -0.685)
O (-1.512, 0.120, 0.509)
O (-0.078, 2.020, -1.610)
O (3.598, -2.527, 0.414)
H (2.022, 1.369, 0.019)
H (0.862, 0.632, 1.081)
H (-3.392, -0.072, 1.550)
H (-2.434, -1.606, 1.059)
H (0.263, 2.831, 0.318)
H (3.471, -0.639, 0.108)
H (0.810, -2.914, -1.582)
H (-0.324, -2.456, -0.210)
H (1.016, -3.530, 0.147)
H (-3.260, 2.057, -0.015)
H (-2.181, 3.395, 0.181)
H (-2.756, 2.690, 1.575)
H (-0.162, -0.453, -0.702)
H (1.074, -0.115, -1.650)
H (-0.862, 2.557, -1.808)
H (3.232, -3.423, 0.204)

Calculated values
- LUMO energy (spin up / spin down): -2.81 / -2.81 eV
- Max |F|: 4.40 eV/Å
- E_tot: -16176.614 eV
- Net charge: +1

---

Molecular formula: C6H15N2
Method: DFT, ωB97M-V with the def2-TZVPD basis set

Element x y z (Å)
C (-1.368, -1.440, -1.135)
C (-1.142, -2.142, 0.162)
C (-0.949, -0.561, 0.034)
C (1.452, -1.034, -0.709)
C (0.939, 0.598, 1.090)
C (0.448, -0.387, 0.189)
N (1.137, 3.009, -0.114)
N (-1.955, 0.309, 0.566)
H (-0.782, -1.563, -2.004)
H (-2.364, -1.115, -1.438)
H (-2.107, -2.464, 0.498)
H (-0.265, -2.716, 0.273)
H (2.410, -0.598, -0.589)
H (1.189, -0.899, -1.733)
H (1.457, -2.117, -0.431)
H (1.970, 0.376, 1.551)
H (1.157, 1.662, 0.497)
H (0.191, 0.817, 1.768)
H (0.262, 3.404, -0.682)
H (2.020, 3.203, -0.634)
H (1.134, 3.489, 0.823)
H (-1.962, 0.322, 1.564)
H (-2.873, -0.154, 0.454)

Calculated values
- LUMO energy: -4.23 eV
- Max |F|: 3.29 eV/Å
- E_tot: -9436.307 eV
- Net charge: +1